Entry from the OMol25 dataset: a cluster of 2 separate species, C5H12NO2 in total in a non-equilibrium geometry (ωB97M-V with the def2-TZVPD basis set).

Structure (XYZ):
```
20
Properties=species:S:1:pos:R:3:forces:R:3
C 0.482749 0.423489 -0.959356 0.642 0.884 -0.312
N 1.139370 -0.797555 -0.517697 -0.960 1.303 1.757
C 2.308968 -0.606935 0.442673 0.066 0.142 0.540
O 3.407593 -0.091713 -0.082731 -0.438 -0.067 -0.153
C -0.269442 1.122218 0.158421 0.106 -0.467 -0.928
C -0.880395 0.069680 1.002247 -0.812 -0.676 1.475
C -1.995590 -0.745490 0.323107 1.341 3.313 -2.433
O -2.337288 1.311629 -1.789504 0.299 0.104 0.515
H -0.306572 0.240641 -1.675247 0.191 -0.527 -0.719
H 1.224958 1.134812 -1.405380 -0.528 -0.429 0.048
H 1.643622 -1.091096 -1.278096 1.331 -1.273 -2.534
H 2.391898 -1.654553 0.823369 0.274 0.015 0.172
H 1.894097 -0.003127 1.297676 0.000 -0.256 -0.110
H 0.418478 1.791065 0.686961 -0.631 0.140 0.119
H -1.162195 1.627626 -0.373663 0.443 0.278 0.218
H -0.099147 -0.672005 1.243191 0.143 0.235 0.010
H -1.179112 0.536252 1.953033 -0.394 -0.357 -0.087
H -1.577400 -1.278377 -0.534252 0.168 -0.332 0.342
H -2.588064 0.077716 -0.260717 -0.016 -1.177 1.007
H -2.516520 -1.394276 0.945972 -1.228 -0.853 1.072
```
Forces are in eV/Å.

## Properties
LUMO (eV): 0.01
Multiplicity: 1
Energy relative to the best compared isomer or geometry (same formula, charge and spin) (kJ/mol): 935.8
Kohn-Sham gap (eV): 3.08
E_tot (Eh): -402.6730
HOMO energy (hartree): -0.1129
Net charge: -1

Entry from the OMol25 dataset: a structure of composition C30H42CoN7P2S (ωB97M-V with the def2-TZVPD basis set).

Structure (XYZ):
```
83
Properties=species:S:1:pos:R:3:forces:R:3
Co -0.832488 0.407992 0.297673 0.021 0.080 0.058
C 3.539117 -3.471858 -3.121538 -0.005 -0.015 -0.002
C 2.923726 -2.393323 -2.272921 -0.015 -0.002 -0.016
C 3.442576 -2.075715 -1.013183 0.015 -0.001 0.026
C 2.868926 -1.114571 -0.206657 0.006 0.002 -0.007
C 1.743936 -0.390849 -0.629280 -0.012 -0.034 -0.059
N 1.085905 0.548272 0.144228 0.021 0.042 0.098
C 1.869742 1.234121 1.074393 0.021 0.001 -0.006
C 2.945760 2.029461 0.657713 -0.007 0.001 0.002
C 3.723032 2.721602 1.562330 -0.008 0.011 -0.006
C 3.447912 2.682393 2.933013 -0.009 -0.008 0.003
C 4.262584 3.479422 3.912359 -0.004 0.008 0.002
C 2.377169 1.911121 3.351720 0.020 -0.009 -0.003
C 1.621782 1.179567 2.436026 0.010 -0.025 0.015
N 0.550942 0.374127 2.923710 -0.017 0.055 -0.031
C 0.473592 -0.135379 4.166030 -0.008 -0.031 0.012
C -0.796370 -0.625103 4.355144 0.029 0.020 0.024
C -1.443220 -0.375444 3.152712 -0.022 0.014 -0.035
N -0.634198 0.224226 2.275392 0.005 -0.053 -0.022
C 1.267354 -0.684650 -1.902132 -0.028 -0.003 0.011
C 1.818305 -1.679995 -2.701753 0.025 -0.002 -0.019
N 0.216328 0.119061 -2.421317 0.012 0.035 0.020
C 0.090201 0.515964 -3.699175 -0.033 0.001 0.000
C -1.049547 1.283556 -3.799043 0.024 -0.006 -0.029
C -1.555183 1.318353 -2.505870 0.007 -0.042 0.039
N -0.797108 0.603195 -1.667681 -0.031 -0.025 -0.101
H 4.626585 -3.440266 -3.067903 0.000 0.005 -0.004
H 3.252376 -3.368442 -4.167691 -0.003 -0.001 0.002
H 3.232164 -4.466418 -2.788231 0.009 -0.006 0.007
H 4.315128 -2.608422 -0.653749 -0.001 -0.002 0.002
H 3.290250 -0.909602 0.769136 -0.005 -0.001 0.002
H 3.168882 2.073655 -0.401878 -0.006 -0.004 -0.002
H 4.553143 3.318130 1.204218 0.002 -0.004 0.002
H 5.309208 3.511096 3.613570 0.003 -0.004 0.003
H 4.206418 3.056362 4.914000 -0.001 0.003 0.001
H 3.906299 4.509899 3.965298 0.005 0.001 -0.005
H 2.119692 1.891297 4.403294 -0.001 0.002 0.003
H 1.328231 -0.118789 4.819168 -0.003 -0.003 0.004
H -1.194050 -1.105149 5.231012 0.002 0.001 0.003
H -2.453830 -0.617794 2.893770 -0.004 -0.019 -0.013
H 1.391125 -1.880842 -3.678730 -0.002 -0.002 0.002
H 0.833020 0.249209 -4.430972 -0.002 0.005 0.000
H -1.442064 1.768042 -4.675287 0.009 0.008 0.000
H -2.408917 1.855857 -2.143841 -0.017 0.006 0.010
C -4.239807 0.435178 -1.094028 0.043 -0.016 -0.014
P -3.183320 0.322658 0.399562 -0.030 0.013 0.020
C -4.040685 -1.075527 1.217918 0.000 0.001 -0.014
C -3.643327 1.877635 1.253620 0.011 0.007 0.002
C -2.880313 3.011804 0.556942 0.005 -0.009 0.021
P -1.078232 2.646466 0.593664 -0.033 -0.036 -0.031
C -0.590922 3.360640 2.189159 -0.004 0.001 -0.009
C -0.257816 3.724736 -0.600843 0.014 0.005 0.019
H -5.260700 0.226451 -0.772778 -0.005 0.003 0.000
H -3.962022 -0.304084 -1.844328 0.000 -0.007 -0.007
H -4.234335 1.419356 -1.553255 0.009 0.006 0.008
H -4.751566 -0.703850 1.957509 0.010 0.003 0.008
H -3.357086 -1.786558 1.669970 0.019 0.007 0.010
H -4.599196 -1.616441 0.454990 -0.009 0.005 0.002
H -3.350771 1.805292 2.304344 -0.003 -0.002 0.000
H -4.722607 2.036974 1.221612 0.000 0.003 -0.004
H -3.062345 3.971760 1.042757 0.001 0.000 -0.001
H -3.203925 3.122574 -0.480210 -0.003 0.002 -0.005
H -1.007552 4.367765 2.241027 0.006 0.005 0.005
H 0.492811 3.423926 2.263583 -0.015 0.007 -0.007
H -0.972276 2.773451 3.023586 -0.009 0.000 -0.002
H -0.472548 4.767532 -0.363344 -0.001 0.001 -0.006
H -0.563222 3.514252 -1.622734 -0.011 -0.003 0.007
H 0.816232 3.553852 -0.513569 0.008 0.004 -0.003
C 0.487300 -4.726489 -0.380496 0.016 0.014 -0.007
N -0.374682 -3.983202 -1.278703 0.018 -0.013 -0.023
C -0.571932 -4.433795 -2.659307 -0.016 -0.003 0.004
C -1.455446 -3.331835 -3.271103 0.002 0.012 0.006
N -1.497536 -2.347327 -2.189037 0.002 -0.027 -0.029
C -0.878042 -2.773789 -1.083334 -0.069 0.025 -0.005
S -0.775469 -1.943884 0.407749 0.013 -0.020 0.056
H 0.126258 -5.750419 -0.294701 -0.003 0.001 0.001
H 0.483158 -4.259586 0.599319 0.001 0.000 0.001
H 1.507185 -4.733126 -0.769681 0.004 -0.005 0.001
H -1.050544 -5.412004 -2.671976 0.002 0.000 -0.006
H 0.397025 -4.516105 -3.155681 0.008 0.009 0.004
H -2.456658 -3.690898 -3.506128 -0.001 -0.001 0.007
H -1.019202 -2.903022 -4.172138 -0.001 -0.006 -0.003
H -1.990358 -1.473759 -2.226990 0.023 0.016 0.005
```
Forces are in eV/Å.

## Properties
LUMO (eV): -5.49
Multiplicity: 1
Energy relative to the best compared isomer or geometry (same formula, charge and spin) (kJ/mol): 0.0
Kohn-Sham gap (eV): 6.77
E_tot (Eh): -4014.9354
HOMO energy (hartree): -0.4504
Net charge: +2

Entry from the OMol25 dataset: the molecule C3H6P2 in a non-equilibrium geometry (ωB97M-V with the def2-TZVPD basis set).

Structure (XYZ):
```
11
Properties=species:S:1:pos:R:3:forces:R:3
C 0.717245 -0.384023 0.822822 -1.338 -1.244 1.927
C -1.130657 0.554788 -0.561638 0.096 -0.224 -0.081
C 0.020973 -0.443175 -0.514862 -0.105 0.130 -0.053
P 2.540415 -0.705422 0.971162 -0.475 0.804 0.168
P 1.708285 1.108896 1.300511 0.356 -0.833 -0.113
H 0.017890 -0.861692 1.672577 1.655 1.137 -1.753
H -1.833383 0.353044 0.244590 -0.099 0.035 0.064
H -1.661610 0.492258 -1.506796 -0.117 0.061 -0.117
H -0.749660 1.565145 -0.437003 -0.039 0.174 -0.008
H 0.731583 -0.223495 -1.318001 -0.011 -0.060 0.029
H -0.361082 -1.456324 -0.673361 0.076 0.019 -0.062
```
Forces are in eV/Å.

## Properties
LUMO (eV): -0.82
Multiplicity: 1
Energy relative to the best compared isomer or geometry (same formula, charge and spin) (kJ/mol): 9.1
Kohn-Sham gap (eV): 8.16
E_tot (Eh): -800.5598
HOMO energy (hartree): -0.3299

Entry from the OMol25 dataset: the molecule C3H6O (ωB97M-V with the def2-TZVPD basis set).

Structure (XYZ):
```
10
Properties=species:S:1:pos:R:3:forces:R:3
C 0.765739 -1.447547 0.536110 -0.262 -0.629 0.350
C -0.471156 0.289944 -0.428011 -0.365 0.812 -0.365
C -0.833731 1.556941 -0.653133 0.366 -0.566 0.525
H 0.489976 -1.832493 1.530510 0.021 0.006 -0.347
H 0.224118 -2.023963 -0.241805 0.275 0.326 0.416
H 1.838603 -1.609839 0.409340 -0.061 0.240 -0.113
H -0.893535 -0.541295 -0.975350 -0.123 -0.052 -0.198
H -1.572017 1.820157 -1.391571 -0.043 -0.181 -0.066
H -0.409162 2.346901 -0.048139 0.045 0.055 -0.073
O 0.444615 -0.069436 0.498403 0.147 -0.012 -0.129
```
Forces are in eV/Å.

## Properties
LUMO (eV): 1.11
Multiplicity: 1
Energy relative to the best compared isomer or geometry (same formula, charge and spin) (kJ/mol): 125.7
Kohn-Sham gap (eV): 9.84
E_tot (Eh): -193.0953
HOMO energy (hartree): -0.3210
SMILES string: C=COC

Entry from the OMol25 dataset: a structure of composition C17H22N2O4S (ωB97M-V with the def2-TZVPD basis set).

Structure (XYZ):
```
46
Properties=species:S:1:pos:R:3:forces:R:3
C -3.080280 -0.468835 -2.498571 -0.005 -0.052 -0.077
C -2.547650 -1.086611 -1.460476 0.022 -0.006 0.362
C -3.296255 -1.356273 -0.184167 -0.326 -0.130 -0.057
O -2.506448 -1.243539 0.985377 0.177 0.146 0.162
C -1.653705 -2.349430 1.198502 0.083 -0.227 0.022
C -0.590495 -2.021698 2.252082 -0.441 -0.344 -0.294
N 0.320070 -0.931007 1.940542 0.182 -0.150 -0.074
C 1.146417 -1.103648 0.885449 -0.041 -0.057 0.248
N 0.988062 -2.114534 0.094992 0.231 -0.199 -0.586
S 1.866747 -1.921011 -1.294213 0.086 -0.023 0.123
O 0.938760 -1.549944 -2.326853 0.025 0.248 -0.002
O 2.729802 -3.033221 -1.555636 0.073 0.115 0.244
C 2.801989 -0.516288 -0.685867 -0.569 -0.481 0.293
C 3.899903 0.105973 -1.225788 0.086 0.064 -0.145
C 4.551411 1.057796 -0.451880 -0.086 -0.091 -0.111
C 4.115192 1.316413 0.838421 -0.003 0.029 0.086
C 3.002838 0.680491 1.368314 -0.054 -0.170 -0.055
C 2.306131 -0.226117 0.579290 0.680 0.350 -0.216
H 2.721559 0.882523 2.388549 -0.069 0.033 0.049
H 4.656431 2.023493 1.449515 0.036 0.050 0.048
H 5.413857 1.574888 -0.844102 0.072 0.025 -0.032
H 4.243514 -0.155505 -2.214008 0.094 -0.016 -0.102
C -0.056573 0.403514 2.371961 -0.056 0.691 -0.372
H -0.806433 0.301143 3.156426 0.113 -0.002 -0.016
H 0.805195 0.931024 2.779861 -0.136 0.009 0.107
C -0.651857 1.243349 1.235047 -0.245 0.088 0.269
H -1.106839 2.150044 1.660714 0.011 -0.107 -0.016
O 0.376787 1.591087 0.333419 -0.007 0.009 0.252
C -0.056098 1.811121 -0.997256 -0.005 0.029 -0.311
C -0.947658 3.011907 -1.119852 0.286 -0.190 0.215
C -2.151501 2.984338 -1.658344 -0.126 0.055 -0.093
H -2.763545 3.867287 -1.733374 -0.072 0.208 -0.001
H -2.564713 2.073078 -2.059089 -0.036 -0.199 -0.031
H -0.536888 3.925277 -0.709430 -0.005 0.188 0.025
H -0.557467 0.916945 -1.390784 0.060 0.077 0.018
H 0.869122 1.971599 -1.561014 -0.110 -0.073 -0.014
H -1.433101 0.665790 0.730080 0.090 0.101 0.084
H -1.077824 -1.781074 3.198406 0.096 -0.055 -0.018
H 0.015893 -2.922985 2.373650 -0.117 -0.009 0.094
H -2.244833 -3.204524 1.564685 0.099 0.064 -0.008
H -1.146746 -2.642027 0.275408 -0.227 -0.011 0.165
H -3.742462 -2.363418 -0.229403 0.015 0.118 0.057
H -4.104984 -0.629949 -0.058426 0.020 -0.142 -0.099
H -1.524577 -1.437659 -1.505704 0.160 -0.057 -0.073
H -2.521290 -0.316024 -3.405685 0.135 0.001 -0.182
H -4.099440 -0.113741 -2.490757 -0.197 0.097 0.063
```
Forces are in eV/Å.

## Properties
LUMO (eV): 0.12
Multiplicity: 1
Energy relative to the best compared isomer or geometry (same formula, charge and spin) (kJ/mol): 471.4
Kohn-Sham gap (eV): 9.30
E_tot (Eh): -1469.5533
HOMO energy (hartree): -0.3374

Question: E_tot of number 1 (C5H12NO2)?
Answer: -402.6730 Eh

Question: What is the formula in the fifth record?
Answer: C17H22N2O4S